Formula: C23H24I2N6OSSn
Source: the Open Molecules 2025 dataset
Level of theory: ωB97M-V/def2-TZVPD

Cartesian coordinates (Å):
Sn: -0.4385 -0.5560 1.0492
I: 5.5761 -0.5670 -3.9790
C: 4.0065 -0.1775 -2.6568
C: 4.2219 0.6245 -1.5480
C: 3.1709 0.8699 -0.6799
I: 3.4737 2.0807 0.9914
C: 1.8902 0.3344 -0.8830
O: 0.8868 0.6282 -0.0913
C: 1.7088 -0.4888 -2.0115
C: 0.3620 -1.1256 -2.1961
N: 0.1036 -2.0876 -1.1103
C: 0.9469 -3.2741 -1.2232
C: 0.9369 -4.1338 0.0164
C: 0.8464 -5.5188 -0.0772
C: 0.8888 -6.2742 1.0825
C: 1.0127 -5.6233 2.2996
C: 1.0891 -4.2403 2.2930
N: 1.0588 -3.5093 1.1838
C: 2.7556 -0.7333 -2.8836
H: 5.1943 1.0565 -1.3582
H: -0.4231 -0.3657 -2.1471
H: 0.3080 -1.6041 -3.1828
H: -0.8777 -2.3506 -1.1444
H: 0.6641 -3.8892 -2.0876
H: 1.9754 -2.9439 -1.3937
H: 0.7398 -5.9904 -1.0453
H: 0.8216 -7.3534 1.0374
H: 1.0448 -6.1696 3.2317
H: 1.1783 -3.6874 3.2229
H: 2.5904 -1.3705 -3.7443
C: -5.0620 2.8286 -2.1748
C: -3.8015 2.1646 -2.7128
N: -3.5303 0.8842 -2.0844
C: -2.8352 0.7461 -0.9297
S: -2.7928 -0.8577 -0.2550
N: -2.2861 1.8251 -0.4361
N: -1.5154 1.6352 0.6755
C: -1.1594 2.7063 1.2896
C: -1.6087 4.0719 0.8689
C: -0.2292 2.5657 2.4317
C: 0.3842 3.6658 3.0263
C: 1.2575 3.4571 4.0807
C: 1.5144 2.1644 4.5037
C: 0.8895 1.1260 3.8295
N: 0.0385 1.3224 2.8351
H: -5.2605 3.7628 -2.7022
H: -4.9504 3.0472 -1.1126
H: -5.9295 2.1783 -2.2996
H: -2.9359 2.7989 -2.5339
H: -3.8787 2.0015 -3.7895
H: -4.0818 0.0873 -2.3516
H: -2.5864 4.0085 0.4015
H: -0.9175 4.4811 0.1266
H: -1.6522 4.7543 1.7152
H: 0.2007 4.6655 2.6623
H: 1.7442 4.2990 4.5559
H: 2.1914 1.9588 5.3207
H: 1.0801 0.0911 4.0945

Results
- multiplicity = 1
- largest force on an atom (eV/A) = 0.20
- LUMO energy (eV) = -0.08

Charges per atom according to Löwdin partitioning, unit e: 1.105, 0.834, -0.748, -0.234, -0.625, 0.947, -0.437, -0.354, -0.167, -0.165, -0.142, -0.148, -0.272, -0.025, -0.067, -0.067, -0.140, 0.080, -0.126, 0.078, 0.107, 0.124, 0.039, 0.124, 0.130, 0.110, 0.107, 0.101, 0.106, 0.100, -0.090, -0.253, -0.035, -0.825, 0.522, 0.004, -0.065, -0.259, -0.020, -0.240, -0.021, -0.067, -0.067, -0.156, 0.001, 0.070, 0.065, 0.070, 0.103, 0.111, 0.106, 0.066, 0.102, 0.071, 0.107, 0.112, 0.106, 0.109

Formula: C41H108N4O15
Source: the Open Molecules 2025 dataset
Level of theory: ωB97M-V/def2-TZVPD

Cartesian coordinates (Å):
C: -6.2458 -1.5209 0.8989
O: -6.5148 -0.2941 1.5405
H: -5.1875 -1.8051 1.0335
H: -6.8337 -2.2982 1.3910
H: -6.3667 -1.5220 -0.1899
H: -6.2139 0.3971 0.9195
C: -4.1965 2.6146 3.5371
O: -4.1680 3.6306 2.5394
H: -4.3981 3.1858 4.4531
H: -5.0310 1.9234 3.4049
H: -3.2808 2.0501 3.7276
H: -3.2227 3.8585 2.4121
C: 0.7645 -3.5517 6.5395
O: 0.5076 -2.5188 5.6100
H: 0.3181 -4.5302 6.3281
H: 1.8428 -3.7015 6.5549
H: 0.4285 -3.3838 7.5673
H: -0.3456 -2.1269 5.8313
C: -0.5371 3.5054 -1.9032
O: 0.8154 3.1886 -2.1520
H: -0.6018 3.5282 -0.8109
H: -0.7561 4.5423 -2.1792
H: -1.2863 2.7960 -2.2574
H: 1.0871 3.2810 -3.0682
C: -1.5513 5.6265 2.7481
O: -1.5967 4.3423 2.1322
H: -0.8858 5.6686 3.6168
H: -1.3438 6.4503 2.0656
H: -2.5445 5.7009 3.2002
H: -0.7082 4.1328 1.8060
O: -0.3880 -6.0593 -0.0477
H: -1.3525 -5.8571 -0.1016
H: -0.0098 -5.3133 0.4292
O: -3.0885 -5.7392 0.1271
H: -2.9996 -6.7018 0.1653
H: -3.3011 -5.4785 1.0321
O: -5.3033 -1.6777 4.1015
H: -5.8003 -1.1694 3.4420
H: -4.7206 -1.0324 4.5150
O: 2.1292 0.8750 7.1913
H: 1.6597 0.6866 8.0109
H: 1.5301 0.5805 6.4929
O: -1.3643 1.4722 6.1385
H: -1.1296 1.2600 7.0483
H: -0.6091 1.9692 5.8017
O: 1.2761 4.0186 1.1066
H: 1.7384 4.1935 0.2763
H: 1.7412 3.2648 1.4896
C: 4.9263 -0.6399 -3.5170
C: 5.7881 0.6093 -3.4161
C: 4.9564 1.8710 -3.7518
C: 4.1335 2.3390 -2.5495
C: 5.0497 2.6409 -1.3730
C: 5.9273 1.4322 -0.9184
N: 6.4643 0.7480 -2.1253
O: 7.3426 -0.2852 -1.7721
C: 7.0952 2.1107 -0.1798
C: 5.0991 0.5640 0.0426
C: 6.8600 0.5476 -4.4785
H: 4.0268 -0.6508 -2.8977
H: 5.4690 -1.5363 -3.1965
H: 4.6847 -0.9128 -4.5477
H: 5.5678 2.7042 -4.0973
H: 4.2215 1.6272 -4.5211
H: 3.3928 1.5823 -2.2794
H: 3.5920 3.2727 -2.7204
H: 4.4063 2.9275 -0.5353
H: 5.6924 3.4942 -1.5842
H: 6.6896 2.5666 0.7212
H: 7.9749 1.4750 -0.0604
H: 7.5416 2.8769 -0.8190
H: 4.1557 0.2958 -0.4278
H: 5.6559 -0.1993 0.5855
H: 4.8810 1.2611 0.8596
H: 7.4948 -0.3462 -4.4622
H: 7.5310 1.4006 -4.5589
H: 6.4008 0.3742 -5.4609
H: 6.8959 -0.8234 -1.1002
C: 5.2826 -2.8691 -0.4954
C: 4.4366 -3.9280 -1.2268
C: 2.9876 -3.4312 -1.2154
C: 2.1396 -4.3329 -2.1236
C: 2.7647 -4.4061 -3.5140
C: 4.1955 -4.9206 -3.6107
N: 4.9395 -4.1290 -2.5939
O: 6.3365 -4.2181 -2.6645
C: 4.3910 -6.4249 -3.4648
C: 4.7153 -4.4124 -4.9669
C: 4.6152 -5.2507 -0.4472
H: 5.5313 -2.0578 -1.1822
H: 6.2292 -3.3284 -0.2130
H: 4.6810 -2.4476 0.3060
H: 2.5820 -3.4517 -0.2040
H: 2.9031 -2.4474 -1.6849
H: 1.1100 -3.9655 -2.1034
H: 2.0114 -5.3177 -1.6628
H: 2.7521 -3.3772 -3.8896
H: 2.1292 -4.9382 -4.2275
H: 5.4512 -6.6511 -3.6037
H: 4.0731 -6.8055 -2.4980
H: 3.9163 -6.9435 -4.3011
H: 5.7342 -4.6788 -5.2630
H: 4.0593 -4.5031 -5.8319
H: 4.8836 -3.3354 -4.8387
H: 5.4140 -5.8759 -0.8347
H: 3.6783 -5.8093 -0.3662
H: 4.8133 -5.0270 0.6070
H: 6.6090 -3.3850 -3.0713
C: 1.5438 -0.2227 0.9524
C: 0.5155 -0.0658 2.0907
C: -0.4031 1.1084 1.7862
C: -1.4313 0.7491 0.7412
C: -2.3269 -0.3419 1.3054
C: -1.4849 -1.6160 1.5582
N: -0.2534 -1.2979 2.3038
O: 0.4670 -2.4291 2.7127
C: -2.4737 -2.4143 2.4293
C: -1.1860 -2.3253 0.2413
C: 1.3154 0.2061 3.4101
H: 0.9962 -0.4529 0.0327
H: 2.0317 0.7312 0.7469
H: 2.1970 -1.0867 1.0692
H: -0.8678 1.5045 2.6936
H: 0.1159 1.9466 1.3145
H: -1.9677 1.6526 0.4286
H: -0.9507 0.4985 -0.2108
H: -3.0633 -0.4539 0.5032
H: -2.8336 0.1267 2.1502
H: -3.4609 -2.3801 1.9629
H: -2.6023 -1.9031 3.3807
H: -2.2685 -3.4857 2.4987
H: -0.4642 -3.1182 0.4718
H: -0.7188 -1.6592 -0.4808
H: -1.9968 -2.8979 -0.2132
H: 1.7083 -0.7199 3.8262
H: 2.2391 0.7738 3.2817
H: 0.5616 0.6908 4.0322
H: 0.4400 -2.3270 3.6770
C: -8.3507 3.5810 0.5307
C: -7.5538 3.2345 -0.7318
C: -7.8419 4.2458 -1.8478
C: -6.8494 4.2027 -2.9980
C: -5.4152 4.3395 -2.5361
C: -5.0586 3.2849 -1.4673
N: -6.1347 3.1605 -0.4543
O: -5.8389 2.2334 0.5506
C: -4.7237 1.9606 -2.1539
C: -3.8363 3.7799 -0.7353
C: -8.0986 1.8796 -1.3160
H: -8.3161 2.7409 1.2246
H: -9.3980 3.7686 0.2935
H: -7.9161 4.4645 0.9996
H: -8.8841 4.1690 -2.1561
H: -7.7906 5.2287 -1.3573
H: -7.0408 5.0814 -3.6215
H: -6.9972 3.3020 -3.5947
H: -5.1216 5.3540 -2.2509
H: -4.7725 4.2191 -3.4147
H: -4.1771 1.2978 -1.4789
H: -5.6183 1.4191 -2.4661
H: -4.1535 2.0674 -3.0787
H: -3.4972 3.0097 -0.0451
H: -3.0921 4.0175 -1.5023
H: -3.9913 4.7474 -0.2563
H: -7.7132 1.6442 -2.3040
H: -9.1902 1.8352 -1.3433
H: -7.8497 1.0747 -0.6158
H: -5.3939 2.7466 1.2425

Results
- multiplicity = 1
- largest force on an atom (eV/A) = 2.54
- LUMO energy (eV) = -0.11

Here are the Löwdin charges for atoms 1 to 99, given in e: -0.163, -0.141, 0.050, 0.087, 0.085, 0.040, -0.130, -0.151, 0.083, 0.076, 0.067, 0.024, -0.146, -0.122, 0.081, 0.084, 0.080, 0.092, -0.169, -0.126, 0.058, 0.086, 0.075, 0.074, -0.116, -0.152, 0.085, 0.087, 0.082, 0.047, -0.085, -0.015, 0.011, -0.048, 0.066, 0.058, -0.058, 0.007, 0.028, -0.054, 0.034, 0.006, -0.059, 0.030, 0.027, -0.043, 0.050, 0.041, -0.030, -0.511, -0.118, -0.188, -0.140, -0.483, -0.097, -0.009, -0.037, -0.032, -0.052, 0.079, 0.050, 0.086, 0.120, 0.121, 0.103, 0.103, 0.110, 0.114, 0.085, 0.081, 0.081, 0.070, 0.081, 0.078, 0.083, 0.088, 0.087, 0.062, -0.035, -0.489, -0.130, -0.178, -0.132, -0.496, -0.135, -0.004, -0.019, -0.039, -0.026, 0.038, 0.093, 0.082, 0.118, 0.111, 0.108, 0.098, 0.116, 0.125, 0.085

Formula: C7H10
Source: the Open Molecules 2025 dataset
Level of theory: ωB97M-V/def2-TZVPD

Cartesian coordinates (Å):
C: 1.1250 0.9858 0.4402
C: -0.3145 1.5414 0.6392
C: -0.8011 0.6101 -0.4874
C: 0.6512 0.2340 -0.8435
C: 0.2787 -1.2619 -0.7699
C: -0.1242 -1.6532 0.6075
C: -1.1037 -0.8815 -0.2380
H: 1.8944 1.7431 0.2698
H: 1.4689 0.3403 1.2524
H: -0.7808 1.4353 1.6236
H: -0.3820 2.5928 0.3358
H: -1.4569 1.0265 -1.2576
H: 1.1050 0.5627 -1.7804
H: 0.5212 -1.9899 -1.5390
H: -0.3830 -2.7058 0.7076
H: 0.3731 -1.2520 1.4865
H: -2.0715 -1.3279 -0.4468

Results
- multiplicity = 1
- largest force on an atom (eV/A) = 0.30
- SMILES string = C1C[C@H]2[C@@H]1[C@H]1C[C@@H]21
- LUMO energy (eV) = 1.24
- ΔE to the lowest compared entry with this formula, charge and spin (kJ/mol) = 256.50

Charges per atom according to Löwdin partitioning, unit e: -0.129, -0.126, -0.226, -0.203, -0.174, -0.092, -0.164, 0.098, 0.090, 0.104, 0.102, 0.136, 0.134, 0.127, 0.106, 0.091, 0.124

Formula: C20H29NO2
Source: the Open Molecules 2025 dataset
Level of theory: ωB97M-V/def2-TZVPD

Cartesian coordinates (Å):
C: 3.9480 -2.2365 -0.8671
C: 3.5067 -2.4516 0.5768
N: 2.1838 -3.0525 0.6483
C: 1.4838 -2.7074 1.8807
C: 1.0553 -1.3206 1.8332
C: 0.7567 -0.1669 1.6920
C: 0.2909 1.1912 1.5117
C: -0.8924 1.2666 0.5038
O: -1.8806 0.3253 0.8681
C: -1.5037 2.6553 0.5924
C: -2.8446 2.8158 0.9126
C: -3.4057 4.0782 0.9893
C: -2.6333 5.2000 0.7479
C: -1.2943 5.0495 0.4299
C: -0.7334 3.7880 0.3534
C: -0.4179 1.0346 -0.9524
C: -1.5808 1.1651 -1.9505
C: -1.2375 0.2439 -3.1354
C: 0.1138 -0.3931 -2.7896
C: 0.1610 -0.3475 -1.2654
C: 2.1556 -4.4793 0.3689
C: 0.8861 -4.8004 -0.4298
O: 0.8022 -3.9891 -1.5702
H: 3.2395 -1.5938 -1.3837
H: 4.9263 -1.7627 -0.8846
H: 4.0123 -3.1760 -1.4096
H: 4.2564 -3.0595 1.1120
H: 3.4485 -1.4786 1.0717
H: 2.1112 -2.8754 2.7754
H: 0.5964 -3.3419 1.9671
H: -0.0579 1.5768 2.4744
H: 1.1163 1.8164 1.1674
H: -1.4443 -0.5303 0.9617
H: -3.4434 1.9399 1.1022
H: -4.4515 4.1844 1.2386
H: -3.0696 6.1864 0.8066
H: -0.6822 5.9195 0.2403
H: 0.3133 3.6963 0.1019
H: 0.3435 1.7849 -1.1842
H: -1.7189 2.2005 -2.2596
H: -2.5002 0.8385 -1.4643
H: -1.9972 -0.5296 -3.2450
H: -1.1886 0.7947 -4.0738
H: 0.2056 -1.4069 -3.1769
H: 0.9290 0.2062 -3.2000
H: 1.1654 -0.4810 -0.8679
H: -0.4842 -1.1290 -0.8613
H: 2.1955 -5.0916 1.2831
H: 3.0200 -4.7330 -0.2465
H: -0.0042 -4.6556 0.2027
H: 0.8987 -5.8386 -0.7696
H: 1.0800 -3.1038 -1.2888

Results
- multiplicity = 1
- largest force on an atom (eV/A) = 0.60
- SMILES string = CCN(CC#CC[C@@](O)(c1ccccc1)C1CCCC1)CCO
- LUMO energy (eV) = 0.75
- ΔE to the lowest compared entry with this formula, charge and spin (kJ/mol) = 235.92

Charges per atom according to Löwdin partitioning, unit e: -0.072, -0.248, -0.203, -0.191, 0.003, -0.025, -0.093, -0.440, 0.002, -0.166, -0.016, -0.075, -0.095, -0.081, -0.038, -0.236, -0.130, -0.169, -0.183, -0.164, -0.178, -0.251, -0.072, 0.062, 0.073, 0.067, 0.122, 0.112, 0.132, 0.122, 0.140, 0.126, 0.089, 0.114, 0.102, 0.099, 0.101, 0.110, 0.146, 0.116, 0.116, 0.107, 0.102, 0.103, 0.112, 0.096, 0.122, 0.125, 0.117, 0.109, 0.119, 0.054

Formula: C3H10NO4
Source: the Open Molecules 2025 dataset
Level of theory: ωB97M-V/def2-TZVPD

Cartesian coordinates (Å):
O: -0.7074 -1.8059 1.9802
C: -0.8481 -1.0230 1.0928
O: -1.7530 -1.2551 0.1191
C: -0.1203 0.3405 0.8505
C: -0.5799 1.3253 -0.1901
O: 0.4200 2.3470 -0.1521
N: 1.3579 0.0245 0.7190
H: -2.3779 -1.9636 0.3240
H: -0.3131 0.9033 1.7450
H: -1.5143 1.8123 0.1497
H: -0.7783 0.9565 -1.1916
H: 0.0093 3.2069 -0.0262
H: 1.8281 0.9632 0.6527
H: 1.7285 -0.6969 1.3456
H: 1.5255 -0.4928 -0.1667
H: 0.1101 -1.9461 -2.5111
H: 1.2306 -1.1951 -2.7752
O: 0.7823 -1.5010 -1.9656

Results
- multiplicity = 1
- largest force on an atom (eV/A) = 2.26
- charge = +1
- LUMO energy (eV) = -3.33
- ΔE to the lowest compared entry with this formula, charge and spin (kJ/mol) = 68.91

Charges per atom according to Löwdin partitioning, unit e: 0.165, -0.457, 0.125, -0.158, -0.182, -0.048, 0.247, 0.147, 0.163, 0.154, 0.128, 0.114, 0.186, 0.184, 0.146, 0.070, 0.069, -0.055